# 1
{
  "formula": "C4H13NOS2",
  "method": "the ωB97M-V functional and the def2-TZVPD basis",
  "total_charge": 0,
  "e_homo_ha": -0.3260,
  "multiplicity": 1,
  "e_lumo_ev": 0.653,
  "e_above_lowest_kcal_mol": 45.1,
  "smiles": "CN[C@H](C)CSS.O",
  "elements": ["C", "N", "C", "C", "C", "S", "S", "H", "H", "H", "H", "H", "H", "H", "H", "H", "H", "H", "O", "H", "H"],
  "positions_angstrom": [[-2.58192, 0.52640, -2.48481], [-2.41609, -0.25118, -1.26985], [-1.04892, -0.58311, -0.96678], [-0.69538, -1.82643, -0.14953], [-0.60495, 0.73353, -0.36029], [1.28704, 0.89653, -0.52986], [2.27484, 0.25454, 1.09837], [-3.55624, 0.68305, -2.91230], [-1.99505, 0.02096, -3.25908], [-2.07117, 1.52270, -2.36482], [-3.02288, -1.12513, -1.14921], [-0.48461, -0.79172, -1.95910], [-1.08470, -1.83738, 0.82462], [0.37634, -1.74562, -0.01145], [-1.20956, -2.69760, -0.78137], [-0.98813, 1.56772, -0.97886], [-0.99959, 1.04951, 0.59810], [2.48007, -1.03078, 1.03272], [0.23914, -0.61943, 3.53594], [-0.41285, -0.67267, 2.85180], [0.56482, 0.25116, 3.38263]]
}


# 2
{
  "formula": "C4H13NS",
  "method": "the ωB97M-V functional and the def2-TZVPD basis",
  "total_charge": 0,
  "e_homo_ha": -0.3110,
  "multiplicity": 1,
  "e_lumo_ev": 0.901,
  "e_above_lowest_kcal_mol": 12.7,
  "smiles": "CCN.CSC",
  "elements": ["C", "C", "N", "H", "H", "H", "H", "H", "H", "H", "C", "S", "C", "H", "H", "H", "H", "H", "H"],
  "positions_angstrom": [[-0.66132, 2.63517, 0.86427], [-2.05610, 2.90405, 0.32993], [-2.95034, 1.72750, 0.60559], [-0.57091, 2.78802, 1.94648], [0.05256, 3.31831, 0.40088], [-0.40229, 1.59443, 0.71067], [-2.01958, 3.02958, -0.75972], [-2.45815, 3.81158, 0.74295], [-2.80497, 1.13009, -0.20439], [-3.91031, 2.03669, 0.47552], [0.87432, -2.71448, 0.57443], [1.75457, -2.14007, -0.91507], [1.49854, -0.34478, -0.68630], [1.44798, -3.49276, 1.06921], [0.72348, -1.93165, 1.31300], [-0.13150, -2.96261, 0.24678], [0.44014, -0.21289, -0.51460], [1.75793, 0.17610, -1.61072], [2.20715, 0.01316, 0.05761]]
}


# 3
{
  "formula": "C4H13NS",
  "method": "the ωB97M-V functional and the def2-TZVPD basis",
  "total_charge": 0,
  "e_homo_ha": -0.3306,
  "multiplicity": 1,
  "e_lumo_ev": 0.805,
  "e_above_lowest_kcal_mol": 7.9,
  "smiles": "CCN.CCS",
  "elements": ["C", "C", "N", "H", "H", "H", "H", "H", "H", "H", "C", "C", "S", "H", "H", "H", "H", "H", "H"],
  "positions_angstrom": [[3.00248, -0.18697, 0.17510], [2.19729, 0.72153, -0.70229], [1.55648, 1.84696, 0.00322], [3.65135, -0.86785, -0.37322], [3.72592, 0.36342, 0.78815], [2.39682, -0.75438, 0.87952], [2.81041, 1.19756, -1.48933], [1.41636, 0.20157, -1.25878], [2.02013, 2.03262, 0.88874], [0.58966, 1.61332, 0.20510], [-2.70720, 0.74644, 0.36266], [-2.25561, -0.64807, 0.79320], [-0.93201, -1.20474, -0.35228], [-3.42758, 0.64450, -0.45963], [-1.87441, 1.30316, -0.07199], [-3.12975, 1.31529, 1.18278], [-3.02665, -1.40814, 0.92114], [-1.69094, -0.56497, 1.72314], [-0.41510, -2.13098, 0.46526]]
}